2 unconnected molecules or ions with the total composition C4H14NO. Source: OMol25; level of theory: ωB97M-V/def2-TZVPD.

Each line ends with the Mulliken spin population.
Atoms and positions in Å:
C  -2.22628  0.60224  0.96130  0.00
O  -2.44873  1.43835  -0.16226  0.00
C  -0.88962  -0.13764  0.94018  0.00
C  -0.85628  -1.21743  2.00535  0.00
H  -2.23610  1.23453  1.85037  0.00
H  -3.04483  -0.12147  1.04771  0.00
H  -2.18761  0.93271  -0.92687  0.00
H  -0.75248  -0.58191  -0.05309  0.00
H  -0.09100  0.59431  1.06617  0.01
H  -1.67906  -1.92483  1.88859  0.00
H  0.06357  -1.80438  1.99257  -0.01
H  -0.91629  -0.81806  3.02077  0.00
C  1.77294  0.66064  -1.19842  0.61
N  2.52383  -0.17542  -2.19534  2.19
H  1.72118  0.07789  -0.28325  -0.17
H  2.35921  1.55890  -1.02851  -0.07
H  0.77753  0.84997  -1.58365  -0.08
H  2.07759  -1.11649  -2.32112  -0.49
H  3.51141  -0.30910  -1.87675  -0.46
H  2.52102  0.25719  -3.14375  -0.54

Output
Multiplicity: 2
DFT total energy (eV): -7909.2357
Maximum force (Eh/bohr): 0.0109
HOMO energy (alpha / beta) (eV): -3.957 / -10.484
M (Da): 92.2
Net charge: 0
Orbital gap (alpha / beta) (eV): 4.87 / 11.11
E_LUMO (alpha / beta) (eV): 0.9 / 0.6

3 unconnected molecules or ions with the total composition C4H14NO at a distorted geometry. Source: OMol25; level of theory: ωB97M-V/def2-TZVPD.

Each line ends with the Löwdin charge.
Atoms and positions in Å:
C  -0.10397  -0.75762  -0.58308  0.06
C  1.10715  0.10900  -0.62040  -0.36
C  2.18453  -0.43493  0.26220  -0.34
C  2.42984  0.37955  1.52287  -0.14
N  -1.85674  -1.23080  -0.77031  0.22
H  0.08554  -0.40743  1.28535  0.30
H  0.14844  -1.25081  -1.51186  0.09
H  1.22244  1.30173  -0.50580  0.17
H  1.61832  0.02293  -1.66183  0.13
H  3.25276  -0.53815  -0.30442  0.18
H  1.93514  -1.46435  0.63328  0.11
H  1.65108  0.49325  2.27527  0.06
H  3.28296  -0.02821  2.07758  0.09
H  2.73136  1.40079  1.26201  0.08
H  -1.96339  -1.17345  -1.71962  0.09
H  -2.22251  -2.05135  -0.29215  0.15
H  -2.18654  -0.35922  -0.46821  0.08
H  -4.74704  1.83006  -1.02984  0.03
H  -4.46586  2.09517  0.51875  0.04
O  -4.10353  2.06382  -0.36979  -0.05

Output
Multiplicity: 1
DFT total energy (eV): -7897.7804
Maximum force (Eh/bohr): 0.1427
HOMO energy (eV): -13.980
M (Da): 92.2
Net charge: +1
Orbital gap (eV): 8.57
E_LUMO (eV): -5.4

2 unconnected molecules or ions with the total composition C4H14NO at a distorted geometry. Source: OMol25; level of theory: ωB97M-V/def2-TZVPD.

Each line ends with the Löwdin charge.
Atoms and positions in Å:
C  -0.38521  -1.46725  1.34192  -0.06
C  -0.95576  -1.24318  -0.04475  -0.16
N  -0.19422  -0.13716  -0.73861  0.03
C  -0.81079  1.23152  -0.56215  -0.19
C  -0.89330  1.73362  0.86546  -0.06
H  -1.05806  -1.96998  2.03718  0.10
H  0.48688  -2.12512  1.28596  0.09
H  0.05796  -0.57888  1.78244  0.07
H  -1.99516  -0.92990  -0.02023  0.13
H  -0.91298  -2.15094  -0.63566  0.13
H  0.82774  -0.06599  -0.58554  0.11
H  -0.27373  -0.29074  -1.74530  0.17
H  -0.26910  1.94934  -1.18923  0.13
H  -1.78853  1.22140  -1.05138  0.13
H  0.04400  1.73043  1.41180  0.09
H  -1.69836  1.12574  1.29613  0.09
H  -1.31589  2.73877  0.80824  0.10
H  3.15771  -0.01097  0.00126  0.07
H  3.26041  -0.52344  -1.37829  0.08
O  2.62193  -0.08723  -0.79736  -0.03

Output
Multiplicity: 1
DFT total energy (eV): -7906.4657
Maximum force (Eh/bohr): 0.0315
HOMO energy (eV): -16.191
M (Da): 92.2
Net charge: +1
Orbital gap (eV): 13.20
E_LUMO (eV): -3.0

2 unconnected molecules or ions with the total composition C4H14NO2 at a distorted geometry. Source: OMol25; level of theory: ωB97M-V/def2-TZVPD.

Each line ends with the Mulliken spin population.
Atoms and positions in Å:
C  0.85251  0.40156  0.75659  0.22
O  0.86819  1.64422  0.10207  -0.41
C  -0.35652  -0.37205  0.01900  0.27
C  -1.35902  -1.11697  0.88418  -0.05
C  -1.55671  -0.81198  2.34512  -0.04
N  -0.94315  0.51013  -1.04531  2.14
H  1.78070  -0.15771  0.74426  -0.02
H  0.50383  0.61306  1.76517  0.03
H  0.86948  2.49833  0.54012  0.17
H  0.19372  -1.10172  -0.57160  0.13
H  -2.29656  -1.24644  0.33354  -0.12
H  -1.09331  -2.17517  0.86065  0.15
H  -1.69086  0.13932  2.89164  -0.05
H  -2.54442  -1.13136  2.71703  0.00
H  -0.83458  -1.33649  2.98498  0.00
H  -1.24124  1.46686  -0.76354  -0.70
H  -1.73705  -0.04512  -1.41215  -0.77
H  -0.29180  0.57162  -1.86348  -0.05
H  3.02337  0.13957  -2.50201  -0.02
H  1.96102  -0.73261  -3.32692  -0.09
O  2.20117  -0.32946  -2.47004  0.22

Output
Multiplicity: 2
DFT total energy (eV): -9955.5322
Maximum force (Eh/bohr): 0.0644
HOMO energy (alpha / beta) (eV): -3.069 / -10.772
M (Da): 108.2
Net charge: 0
Orbital gap (alpha / beta) (eV): 3.91 / 11.36
E_LUMO (alpha / beta) (eV): 0.8 / 0.6

2 unconnected molecules or ions with the total composition C4H14NO2 at a distorted geometry. Source: OMol25; level of theory: ωB97M-V/def2-TZVPD.

Each line ends with the Löwdin charge.
Atoms and positions in Å:
C  -2.14878  -0.55999  -1.20809  0.00
C  -0.95643  0.28651  -0.61214  -0.28
C  0.43127  0.10557  -1.30183  -0.13
C  1.24660  1.30968  -0.76983  -0.24
O  2.04980  0.74582  0.28279  -0.13
N  -0.64531  -0.27274  0.79290  0.18
H  -3.08201  0.03926  -1.28056  0.11
H  -2.54612  -1.32819  -0.48716  0.10
H  -1.87349  -1.07339  -2.02377  0.04
H  -1.30164  1.25154  -0.49874  0.11
H  1.03111  -0.85428  -1.22070  0.15
H  0.32402  0.22868  -2.42794  0.14
H  1.93640  1.83240  -1.55339  0.15
H  0.78089  2.15648  -0.06848  0.16
H  2.78572  1.37173  0.40582  0.11
H  -0.58598  0.51172  1.45400  0.16
H  -1.54691  -0.82803  0.91777  0.17
H  0.27052  -0.85772  0.84890  0.15
H  1.30798  -1.68377  3.70885  0.13
H  1.61006  -1.06752  2.21689  0.01
O  0.91230  -1.31376  2.82472  -0.10

Output
Multiplicity: 1
DFT total energy (eV): -9951.8947
Maximum force (Eh/bohr): 0.1006
HOMO energy (eV): -14.245
M (Da): 108.2
Net charge: +1
Orbital gap (eV): 11.26
E_LUMO (eV): -3.0

2 unconnected molecules or ions with the total composition C4H14NO2 at a distorted geometry. Source: OMol25; level of theory: ωB97M-V/def2-TZVPD.

Each line ends with the Löwdin charge.
Atoms and positions in Å:
C  -1.64141  0.25737  -2.13622  -0.01
C  -1.02942  0.42743  -0.72276  -0.28
C  -1.26308  -0.71594  0.24788  -0.13
C  -0.11869  -1.11265  1.18639  -0.21
O  0.94092  -1.58902  0.35616  -0.07
N  0.49810  0.64405  -0.92621  0.20
H  -1.76189  -0.80644  -2.32428  0.09
H  -2.47571  0.93478  -2.26100  0.09
H  -0.91012  0.53652  -2.89702  0.08
H  -1.40871  1.33937  -0.25993  0.15
H  -1.41893  -1.63191  -0.33237  0.13
H  -2.13975  -0.49603  0.85407  0.14
H  -0.48599  -1.88253  1.85123  0.13
H  0.21430  -0.20813  1.70527  0.11
H  1.81262  -1.47446  0.76612  0.12
H  0.91654  -0.28933  -0.77708  0.12
H  1.01008  1.26002  -0.27042  0.13
H  0.63228  1.16708  -1.78496  0.15
H  2.65353  2.02721  1.45216  0.06
H  1.17748  2.33999  1.66537  0.04
O  1.83067  1.66242  1.78803  -0.03

Output
Multiplicity: 1
DFT total energy (eV): -9953.4947
Maximum force (Eh/bohr): 0.0288
HOMO energy (eV): -15.033
M (Da): 108.2
Net charge: +1
Orbital gap (eV): 11.70
E_LUMO (eV): -3.3

3 unconnected molecules or ions with the total composition C4H14NO2 at a distorted geometry. Source: OMol25; level of theory: ωB97M-V/def2-TZVPD.

Each line ends with the Löwdin charge.
Atoms and positions in Å:
C  0.97584  -3.33329  -0.46403  -0.09
C  1.42899  -1.96314  0.03148  -0.27
C  0.36598  -1.00747  0.19088  -0.06
C  0.77705  0.27951  0.27511  -0.05
N  0.06143  1.61613  0.14115  0.18
H  0.24917  -3.31745  -1.28063  0.09
H  0.65479  -3.92744  0.36090  0.06
H  1.88505  -3.85657  -0.80661  0.09
H  2.05549  -1.71892  -0.81340  0.12
H  2.07906  -2.03085  0.83527  0.11
H  -0.67768  -1.33534  0.37176  0.14
H  1.62380  0.47358  0.78442  0.09
H  -0.58695  1.53002  -0.68908  0.12
H  -0.46402  1.80619  0.99146  0.10
H  0.68350  2.38748  -0.02270  0.15
H  -1.99143  0.94878  2.92121  0.04
H  -2.26121  0.50287  1.50899  0.08
O  -1.63605  0.99700  2.06859  -0.01
H  -0.76898  2.13728  -2.91998  0.10
H  -1.76490  3.27609  -2.38515  0.13
O  -1.16806  2.49772  -2.07423  -0.11

Output
Multiplicity: 1
DFT total energy (eV): -9952.0878
Maximum force (Eh/bohr): 0.0722
HOMO energy (eV): -13.373
M (Da): 108.2
Net charge: +1
Orbital gap (eV): 10.34
E_LUMO (eV): -3.0

3 unconnected molecules or ions with the total composition C4H14NO2S at a distorted geometry. Source: OMol25; level of theory: ωB97M-V/def2-TZVPD.

Each line ends with the Löwdin charge.
Atoms and positions in Å:
C  -2.51732  0.86237  -0.80069  -0.31
N  -2.08278  -0.51675  -0.54042  -0.11
C  -1.10260  -1.03116  -1.52961  -0.34
C  0.35030  -1.01129  -1.14371  -0.73
S  1.44765  -0.34095  -2.47262  0.15
C  -1.49224  1.96726  -0.55942  -0.09
H  -3.39078  0.97253  -0.14878  0.09
H  -3.02832  0.85428  -1.76685  0.10
H  -1.69901  -0.52204  0.38033  0.08
H  -1.43475  -2.06392  -1.71507  0.09
H  -1.31718  -0.56822  -2.48266  0.07
H  0.65848  -0.43210  -0.27334  -0.01
H  0.75895  -1.97013  -0.78940  0.04
H  -0.57549  1.62769  -0.08494  0.06
H  -1.92924  2.71845  0.10136  0.05
H  -1.26549  2.48784  -1.48852  0.07
H  -0.09561  -0.58803  7.93387  0.03
H  0.86988  0.43486  7.48240  0.03
O  0.76098  -0.52328  7.50075  -0.06
H  2.95260  0.36038  -0.59755  -0.05
H  2.06356  0.31159  0.65729  -0.02
O  2.63907  0.88461  0.16476  -0.15

Output
Multiplicity: 1
DFT total energy (eV): -20795.3950
Maximum force (Eh/bohr): 0.0404
HOMO energy (eV): -2.478
M (Da): 140.2
Net charge: -1
Orbital gap (eV): 4.91
E_LUMO (eV): 2.4

3 unconnected molecules or ions with the total composition C4H14NO3 at a distorted geometry. Source: OMol25; level of theory: ωB97M-V/def2-TZVPD.

Each line ends with the Löwdin charge.
Atoms and positions in Å:
O  -0.42182  -1.34173  -1.27961  0.09
C  -0.68637  -0.39269  -0.59705  -0.22
C  0.27843  0.06590  0.49666  -0.26
C  0.39378  1.57613  0.32655  -0.19
C  -0.76263  2.23261  1.12623  -0.08
N  1.56508  -0.71426  0.35198  0.24
H  -1.66587  0.10514  -0.70161  0.15
H  -0.17451  -0.23224  1.43493  0.13
H  0.23609  1.91821  -0.69631  0.11
H  1.27020  2.11838  0.68196  0.12
H  -1.72062  2.16884  0.59005  0.08
H  -0.99705  1.70174  2.05212  0.08
H  -0.67382  3.29904  1.31119  0.09
H  1.90690  -0.73959  -0.62721  0.13
H  1.42952  -1.66040  0.69454  0.18
H  2.27282  -0.26002  0.92537  0.17
H  -2.35069  -0.69030  1.94162  0.03
H  -2.79401  -2.19401  1.64182  0.08
O  -2.05870  -1.59518  1.88023  -0.05
H  1.67415  -0.40949  -3.15612  0.09
H  1.83652  1.04734  -2.56158  0.07
O  1.62349  0.13376  -2.35160  -0.04

Output
Multiplicity: 1
DFT total energy (eV): -12000.8905
Maximum force (Eh/bohr): 0.0400
HOMO energy (eV): -14.107
M (Da): 124.2
Net charge: +1
Orbital gap (eV): 10.96
E_LUMO (eV): -3.1

4 unconnected molecules or ions with the total composition C4H14NO5 at a distorted geometry. Source: OMol25; level of theory: ωB97M-V/def2-TZVPD.

Each line ends with the Löwdin charge.
Atoms and positions in Å:
O  2.39928  -1.06275  -0.59522  0.05
C  1.20334  -0.88425  -0.56882  -0.29
C  0.24559  -1.87445  -0.09676  -0.35
C  -1.12829  -1.66227  -0.92828  -0.04
N  0.13638  -1.72540  1.38516  0.01
C  0.17459  -0.22745  1.88171  -0.29
O  -1.15863  0.10701  1.95631  -0.22
H  0.96974  0.07347  -0.98421  0.09
H  0.59994  -2.84258  -0.34740  0.11
H  -0.84630  -1.90216  -1.96955  0.08
H  -1.30263  -0.63009  -0.65541  0.02
H  -2.08061  -2.06296  -0.47359  0.09
H  -0.78713  -2.05734  1.60217  0.07
H  0.46809  -0.17925  2.93164  0.10
H  0.75219  0.37252  1.17085  0.09
H  -1.43419  0.76237  0.99089  0.06
H  -2.30241  1.88613  -0.14030  0.05
O  -1.39135  1.55064  -0.07058  -0.28
H  -0.77622  1.55404  -1.50967  -0.02
H  -0.51426  0.47178  -2.55514  -0.01
O  -0.35049  1.40656  -2.42131  -0.13
H  -0.16368  2.36320  -0.03212  0.02
H  1.39453  2.46390  -0.47717  -0.03
O  0.76329  2.96044  0.00903  -0.17

Output
Multiplicity: 1
DFT total energy (eV): -16102.1938
Maximum force (Eh/bohr): 0.0681
HOMO energy (eV): -4.867
M (Da): 156.2
Net charge: -1
Orbital gap (eV): 8.41
E_LUMO (eV): 3.5

3 unconnected molecules or ions with the total composition C4H14NO5 at a distorted geometry. Source: OMol25; level of theory: ωB97M-V/def2-TZVPD.

Each line ends with the Löwdin charge.
Atoms and positions in Å:
C  1.66729  1.13326  -1.23577  -0.22
O  2.76240  1.60814  -0.45847  -0.09
C  0.81780  0.03866  -0.44314  -0.27
C  -0.49329  -0.16552  -1.18326  -0.03
C  -1.58728  -0.97093  -0.39673  -0.55
O  -1.62350  -0.74598  0.90324  0.08
O  -2.42618  -1.66329  -0.88583  0.14
N  0.76328  0.70222  0.93597  0.18
H  0.96463  2.05956  -1.30660  0.15
H  1.92583  0.67585  -2.21174  0.14
H  3.60704  1.41428  -1.03377  0.17
H  1.50633  -0.87867  -0.48395  0.16
H  -0.31189  -0.79338  -2.12770  0.17
H  -0.77823  0.87025  -1.58650  0.15
H  -2.23587  -1.28032  1.51078  0.20
H  0.31525  1.58270  1.11674  0.06
H  1.64814  0.78148  1.45942  0.17
H  0.19711  0.06328  1.67829  0.21
H  0.75391  -3.50530  -0.55547  0.11
H  -0.31783  -2.81060  0.08238  -0.05
O  0.56527  -2.87692  0.19713  -0.01
H  -1.83424  2.38042  1.96918  0.12
H  -0.41195  3.22828  2.15042  0.01
O  -0.87778  2.56352  1.78645  0.01

Output
Multiplicity: 1
DFT total energy (eV): -16094.9745
Maximum force (Eh/bohr): 0.1179
HOMO energy (eV): -14.170
M (Da): 156.2
Net charge: +1
Orbital gap (eV): 11.07
E_LUMO (eV): -3.1

2 unconnected molecules or ions with the total composition C4H14NOS at a distorted geometry. Source: OMol25; level of theory: ωB97M-V/def2-TZVPD.

Each line ends with the Mulliken spin population.
Atoms and positions in Å:
C  -0.65251  -1.00254  0.33804  0.21
C  -0.16683  -1.25572  -1.18977  -0.04
C  0.97025  -0.21539  -1.61451  0.25
S  0.68401  1.52450  -1.07799  0.05
C  -0.42286  1.88362  -2.28698  0.09
N  0.40260  -0.44677  1.35962  0.71
H  -1.53144  -0.28713  0.40676  0.07
H  -1.01919  -1.92253  0.83326  -0.12
H  -1.02612  -1.06061  -1.88466  0.00
H  0.25940  -2.14220  -1.48825  -0.04
H  0.98368  -0.02423  -2.74289  -0.05
H  1.85041  -0.50470  -1.09374  -0.05
H  -1.30621  2.39495  -1.79499  0.00
H  -0.85193  1.00311  -2.71336  -0.01
H  0.08881  2.48813  -3.07425  0.00
H  1.28843  -0.88899  1.51605  -0.81
H  0.58876  0.46839  1.09948  0.12
H  0.03260  -0.41934  2.32504  0.22
H  0.38091  -0.54200  4.55521  -0.17
H  -0.21982  0.97788  4.36100  -0.09
O  -0.33294  -0.02842  4.16692  0.65

Output
Multiplicity: 2
DFT total energy (eV): -18743.3866
Maximum force (Eh/bohr): 0.0942
HOMO energy (alpha / beta) (eV): -3.077 / -8.900
M (Da): 124.2
Net charge: 0
Orbital gap (alpha / beta) (eV): 3.72 / 9.46
E_LUMO (alpha / beta) (eV): 0.6 / 0.6